{
  "formula": "C30H36Cl48N2OSi",
  "method": "wB97M-V/def2-TZVPD",
  "total_energy_ha": -23727.586385,
  "charge": 0,
  "elements": ["C", "C", "O", "C", "C", "C", "N", "C", "C", "Si", "C", "C", "C", "C", "C", "C", "C", "N", "H", "H", "H", "H", "H", "H", "H", "H", "H", "H", "H", "H", "H", "H", "H", "H", "H", "H", "H", "H", "C", "Cl", "Cl", "Cl", "H", "C", "Cl", "Cl", "Cl", "H", "C", "Cl", "Cl", "Cl", "H", "C", "Cl", "Cl", "Cl", "H", "C", "Cl", "Cl", "Cl", "H", "C", "Cl", "Cl", "Cl", "H", "C", "Cl", "Cl", "Cl", "H", "C", "Cl", "Cl", "Cl", "H", "C", "Cl", "Cl", "Cl", "H", "C", "Cl", "Cl", "Cl", "H", "C", "Cl", "Cl", "Cl", "H", "C", "Cl", "Cl", "Cl", "H", "C", "Cl", "Cl", "Cl", "H", "C", "Cl", "Cl", "Cl", "H", "C", "Cl", "Cl", "Cl", "H", "C", "Cl", "Cl", "Cl", "H"],
  "positions_angstrom": [[5.43634, 1.56207, 0.83882], [5.10031, 3.05217, 1.43432], [4.89881, 4.09944, 0.42115], [3.81883, 3.76974, -0.52150], [2.35553, 3.47257, 0.21583], [1.70613, 1.98284, 0.14419], [0.40071, 1.56050, 0.75725], [-0.21194, 2.72875, 1.47707], [-1.65121, 2.43833, 2.26981], [-2.41426, 0.65258, 2.17064], [-4.20859, 0.55813, 2.93010], [-2.53314, -0.06035, 0.38621], [-1.30154, -0.51161, 3.23248], [-2.44187, 3.59149, 3.13196], [-1.84157, 5.13770, 3.20319], [-0.41367, 5.41957, 2.38611], [0.40083, 4.23356, 1.54608], [1.69707, 4.63606, 0.90152], [4.63658, 1.13742, 0.09057], [5.42547, 0.81938, 1.77249], [6.53089, 1.46876, 0.39003], [4.23240, 2.93573, 2.21048], [6.05790, 3.38265, 2.06416], [4.10310, 2.92354, -1.30507], [3.64324, 4.75141, -1.17748], [2.31035, 1.15537, -0.46074], [-4.18007, 1.20052, 3.90784], [-4.47143, -0.56920, 3.21690], [-4.97769, 0.93419, 2.12172], [-1.43796, -0.32501, -0.00278], [-3.21801, -1.03711, 0.42027], [-3.02059, 0.68164, -0.40736], [-0.58824, -1.16454, 2.56154], [-0.59716, 0.08715, 3.98294], [-1.93200, -1.24450, 3.92411], [-3.45072, 3.35215, 3.67704], [-2.38248, 5.99524, 3.81081], [-0.02494, 6.54262, 2.45370], [2.01016, 9.21292, 1.29824], [1.93515, 7.47223, 0.97599], [0.69124, 9.70375, 2.37480], [3.57887, 9.64921, 1.99715], [1.89614, 9.74392, 0.34973], [1.79846, 11.05153, -3.06682], [0.28600, 11.95564, -2.88103], [2.48138, 10.64904, -1.48219], [1.53186, 9.58233, -4.02079], [2.51387, 11.68303, -3.59977], [1.52882, -0.93874, 6.57518], [1.36540, -0.67611, 8.31983], [0.34207, -2.12736, 6.01108], [1.34556, 0.58885, 5.69623], [2.52971, -1.33132, 6.37833], [-2.79596, -4.21622, -0.48465], [-2.83059, -4.16109, 1.28601], [-4.08166, -3.20380, -1.16390], [-1.21280, -3.70227, -1.09224], [-2.96742, -5.24847, -0.80043], [5.01016, -0.18607, -3.12267], [4.93515, -1.92675, -3.44492], [3.69124, 0.30477, -2.04612], [6.57887, 0.25023, -2.42376], [4.89614, 0.34494, -4.07119], [-0.38952, -5.86995, -3.94229], [-1.35425, -5.17826, -5.25771], [-0.96943, -7.49330, -3.53256], [1.32536, -5.91541, -4.38588], [-0.50060, -5.23216, -3.06165], [-7.00250, -3.39965, -4.41415], [-5.33567, -3.97644, -4.58281], [-8.13455, -4.76266, -4.40455], [-7.18012, -2.43292, -2.93984], [-7.23560, -2.76447, -5.27256], [5.57196, -0.80150, 5.58434], [5.40854, -0.53888, 7.32899], [4.38521, -1.99013, 5.02024], [5.38870, 0.72608, 4.70539], [6.57285, -1.19409, 5.38749], [5.68539, 9.03465, 5.64372], [4.90736, 7.45974, 5.41177], [6.97140, 8.92058, 6.85721], [6.33009, 9.64209, 4.10911], [4.93301, 9.74057, 6.00463], [-6.30322, -7.33206, -2.28163], [-6.31852, -6.61721, -0.66045], [-4.66442, -7.31209, -2.95496], [-6.93799, -8.98580, -2.23837], [-6.94860, -6.73233, -2.92851], [-4.74639, -10.74735, -4.89747], [-5.71111, -10.05566, -6.21289], [-5.32629, -12.37070, -4.48773], [-3.03150, -10.79281, -5.34105], [-4.85746, -10.10956, -4.01682], [-8.22081, -11.17784, 0.99945], [-8.41965, -12.04781, -0.53126], [-8.88657, -9.54051, 0.87555], [-8.99363, -12.06513, 2.32426], [-7.15208, -11.09962, 1.21475], [-7.71844, -9.44605, -10.01472], [-6.05161, -10.02285, -10.18338], [-8.85049, -10.80906, -10.00512], [-7.89607, -8.47933, -8.54041], [-7.95154, -8.81088, -10.87312], [7.28810, -2.22543, 1.59741], [7.25346, -2.17029, 3.36807], [6.00239, -1.21300, 0.91816], [8.87125, -1.71148, 0.98982], [7.11663, -3.25767, 1.28163], [7.28810, 6.63013, -0.49425], [7.25346, 6.68526, 1.27640], [6.00239, 7.64255, -1.17351], [8.87125, 7.14408, -1.10184], [7.11663, 5.59789, -0.81004], [-2.05676, 4.42142, -1.44301], [-1.27652, 4.65401, 0.13071], [-0.84124, 4.22407, -2.71698], [-3.14356, 3.02268, -1.39792], [-2.65008, 5.31135, -1.66807]],
  "lowdin_charge": [-0.206, -0.232, -0.229, -0.156, -0.104, -0.018, 0.074, -0.226, -0.161, 0.477, -0.232, -0.245, -0.247, -0.049, -0.044, -0.100, -0.357, 0.034, -0.009, -0.007, 0.074, 0.122, 0.137, 0.096, 0.142, 0.012, 0.030, 0.059, 0.051, 0.044, 0.010, -0.013, 0.051, -0.016, 0.042, 0.078, 0.094, 0.050, -1.554, 0.572, 0.520, 0.499, -0.128, -1.507, 0.528, 0.597, 0.527, 0.021, -1.549, 0.516, 0.533, 0.534, -0.092, -1.509, 0.529, 0.508, 0.555, 0.004, -1.489, 0.531, 0.590, 0.536, 0.023, -1.549, 0.515, 0.505, 0.520, -0.064, -1.514, 0.505, 0.543, 0.517, 0.020, -1.548, 0.546, 0.554, 0.543, -0.064, -1.537, 0.515, 0.514, 0.494, 0.019, -1.512, 0.525, 0.509, 0.528, -0.040, -1.553, 0.494, 0.517, 0.515, -0.048, -1.541, 0.506, 0.501, 0.517, 0.020, -1.536, 0.512, 0.516, 0.498, 0.017, -1.463, 0.576, 0.594, 0.535, 0.024, -1.542, 0.518, 0.508, 0.514, 0.010, -1.429, 0.761, 0.522, 0.557, 0.020]
}

{
  "formula": "C30H36N8SW",
  "method": "wB97M-V/def2-TZVPD",
  "total_energy_ha": -2066.447480,
  "charge": 4,
  "elements": ["W", "C", "C", "C", "N", "C", "C", "C", "C", "C", "C", "C", "N", "C", "C", "C", "N", "C", "C", "C", "C", "C", "C", "C", "N", "C", "C", "H", "H", "H", "H", "H", "H", "H", "H", "H", "H", "H", "H", "H", "H", "H", "H", "H", "H", "H", "H", "H", "H", "H", "H", "H", "H", "C", "C", "N", "N", "C", "N", "S", "C", "C", "C", "C", "C", "N", "H", "H", "H", "H", "H", "H", "H", "H", "H", "H"],
  "positions_angstrom": [[-0.24803, -0.26091, 0.15355], [2.04712, 2.59124, 1.63174], [0.65545, 2.99039, 2.25879], [-0.51900, 2.51539, 1.37932], [-0.93167, 1.13247, 1.40054], [-1.65171, 0.65802, 2.51925], [-1.87701, 1.45465, 3.63312], [-2.60936, 1.09401, 4.77352], [-3.37536, -0.03491, 5.02751], [-3.30312, -1.27137, 4.42330], [-2.48194, -1.61746, 3.33503], [-2.02810, -0.73533, 2.32710], [-1.54455, -1.25921, 1.06748], [-2.04783, -2.62859, 0.74260], [-1.78216, -3.09287, -0.65984], [-0.35163, -3.24844, -1.03573], [0.47151, -2.14752, -0.58684], [1.72665, -1.98204, -1.01538], [2.29641, -2.58730, -2.20473], [3.24933, -2.03607, -3.00511], [4.08389, -0.84369, -2.62675], [4.65285, -1.14939, -1.23641], [3.92306, -1.07620, -0.10583], [2.47190, -0.81119, -0.36357], [1.54089, -0.43787, 0.77358], [2.05119, -0.09198, 2.12468], [2.64683, 1.31329, 2.33451], [2.75627, 3.40387, 1.87420], [2.00464, 2.48831, 0.54006], [0.66132, 4.10716, 2.15135], [0.55011, 2.77439, 3.31559], [-0.28351, 2.70723, 0.33291], [-1.46806, 3.07837, 1.45736], [-1.56611, 2.52264, 3.55282], [-2.47999, 1.79332, 5.56853], [-3.95001, -0.05760, 5.95942], [-3.79905, -2.13997, 4.90258], [-2.28986, -2.67852, 3.12199], [-3.09829, -2.55136, 1.06806], [-1.57769, -3.39264, 1.37083], [-2.33377, -2.51799, -1.38723], [-2.26696, -4.08018, -0.77639], [-0.27180, -3.41632, -2.10232], [0.02933, -4.15829, -0.53661], [1.82784, -3.51099, -2.61375], [3.34810, -2.36274, -4.02851], [4.89674, -0.87212, -3.39481], [5.67011, -1.54090, -1.12151], [4.35684, -1.28870, 0.87324], [2.76440, -0.88875, 2.41429], [1.28941, -0.28321, 2.89982], [3.70797, 1.19375, 2.16763], [2.54285, 1.40709, 3.44815], [-1.78928, 1.04558, -4.00083], [-0.97902, 0.72423, -2.78255], [-1.61134, 0.39066, -1.61935], [-2.79403, 1.13174, -1.35373], [-4.16121, 0.78618, -1.47863], [-4.98066, 1.76772, -1.04903], [-4.86030, -0.66510, -1.98768], [0.45171, 0.73606, -2.72792], [1.29760, 1.05691, -3.88403], [2.63753, 0.87331, -3.83765], [3.34737, 0.51661, -2.52684], [2.33111, 0.46039, -1.23688], [0.93819, 0.63452, -1.51363], [-1.14896, 0.92929, -4.88885], [-2.58437, 0.28193, -4.09463], [-2.09192, 2.13896, -3.85948], [-2.55772, 2.14561, -1.26600], [-4.56518, 2.57394, -0.61947], [-5.93266, 1.50593, -0.87291], [0.79886, 1.31187, -4.87388], [3.27223, 0.99594, -4.71808], [4.15178, 1.23889, -2.29190], [2.74377, 1.24585, -0.63917]],
  "lowdin_charge": [1.959, -0.137, -0.127, -0.222, -0.159, -0.161, 0.062, 0.051, 0.031, 0.047, 0.070, -0.119, -0.183, -0.164, -0.177, -0.179, -0.044, -0.115, 0.044, 0.074, -0.213, 0.030, 0.031, -0.311, -0.150, -0.177, -0.138, 0.137, 0.081, 0.150, 0.111, 0.106, 0.148, 0.142, 0.139, 0.156, 0.164, 0.134, 0.149, 0.141, 0.079, 0.164, 0.135, 0.166, 0.145, 0.149, 0.180, 0.154, 0.142, 0.136, 0.117, 0.111, 0.143, 0.045, -0.167, -0.032, -0.035, -0.882, 0.103, 0.676, -0.155, 0.048, 0.089, -0.099, -0.171, 0.008, 0.095, 0.113, 0.158, 0.164, 0.107, 0.113, 0.155, 0.159, 0.179, 0.131]
}

{
  "formula": "C30H37BrN12W",
  "method": "wB97M-V/def2-TZVPD",
  "spin_multiplicity": 3,
  "total_energy_ha": -4462.249869,
  "de_lowest_kcal_mol": 3.8,
  "charge": 4,
  "elements": ["W", "N", "C", "C", "N", "C", "C", "N", "H", "H", "H", "H", "H", "H", "H", "H", "H", "H", "H", "H", "H", "N", "C", "C", "C", "C", "C", "N", "C", "C", "C", "C", "C", "N", "H", "H", "H", "H", "H", "H", "H", "H", "H", "Br", "C", "C", "C", "C", "C", "N", "H", "H", "H", "H", "C", "C", "N", "C", "C", "N", "C", "N", "N", "N", "C", "C", "C", "C", "C", "C", "H", "H", "H", "H", "H", "H", "H", "H", "H", "H", "H"],
  "positions_angstrom": [[-0.55650, -1.44757, -0.27617], [-1.56142, -1.41234, -2.30506], [-3.04854, -1.59614, -2.33373], [-3.37048, -2.57516, -1.23793], [-2.72094, -2.03536, -0.00726], [-3.05618, -2.86417, 1.19831], [-2.06354, -2.54104, 2.28387], [-0.70550, -2.57174, 1.65047], [-1.31708, -0.58203, -2.84464], [-1.16218, -2.18908, -2.82906], [-3.36776, -1.94348, -3.31567], [-3.52649, -0.63059, -2.15654], [-2.95038, -3.56217, -1.43742], [-4.44502, -2.68662, -1.08602], [-3.17571, -1.14012, 0.16364], [-3.00168, -3.90877, 0.90147], [-4.08012, -2.66102, 1.51310], [-2.11106, -3.26769, 3.09485], [-2.22506, -1.55172, 2.70369], [-0.46938, -3.55681, 1.51877], [-0.02643, -2.20874, 2.31964], [2.36531, 0.50326, -0.73484], [2.60693, -0.68968, -0.10435], [3.95141, -0.92005, 0.24198], [4.31398, -2.08035, 0.86323], [3.31658, -3.04051, 1.09857], [2.04065, -2.75552, 0.73012], [1.62412, -1.56843, 0.16235], [1.21772, 1.12648, -1.15534], [1.37168, 2.46108, -1.57285], [0.28850, 3.18414, -1.98306], [-0.97031, 2.56458, -1.95602], [-1.04541, 1.27314, -1.54226], [0.02969, 0.50078, -1.16016], [3.19099, 1.07985, -0.83353], [4.68822, -0.16019, 0.01400], [5.34322, -2.26005, 1.14652], [3.54503, -3.99667, 1.54823], [1.29363, -3.52076, 0.84929], [2.35823, 2.90650, -1.54809], [0.39973, 4.21309, -2.29841], [-1.86873, 3.09153, -2.24494], [-2.01315, 0.79868, -1.47719], [-0.91784, -5.34999, -0.17606], [0.16692, -4.55000, -1.48976], [0.80995, -5.41954, -2.36124], [1.63666, -4.90227, -3.33879], [1.79485, -3.51898, -3.40961], [1.12243, -2.73403, -2.50862], [0.29265, -3.21440, -1.53669], [0.65348, -6.48507, -2.26258], [2.14732, -5.56055, -4.03053], [2.42876, -3.06039, -4.15597], [1.23247, -1.65558, -2.54835], [1.04371, 0.44457, 2.50431], [-0.32137, 0.80379, 2.03299], [-1.12432, 0.13147, 1.18396], [-2.32827, 0.84294, 1.17273], [-2.22125, 1.92618, 1.97117], [-0.95309, 1.89582, 2.48800], [-0.30017, 3.00211, 3.24771], [0.59120, 3.70109, 2.39776], [1.90709, 3.32555, 2.33521], [2.49571, 4.01319, 1.45038], [1.59330, 4.89949, 0.88669], [1.78708, 5.89818, -0.07361], [0.68413, 6.64706, -0.41884], [-0.57650, 6.41956, 0.17486], [-0.77729, 5.44230, 1.12795], [0.34800, 4.68989, 1.47515], [1.25135, -0.61360, 2.39441], [1.15454, 0.69873, 3.55772], [1.81275, 1.01855, 1.98469], [-3.18214, 0.60426, 0.56271], [-2.92327, 2.71120, 2.19807], [0.24321, 2.57705, 4.08776], [-1.09270, 3.65079, 3.61663], [2.76743, 6.09339, -0.48757], [0.78505, 7.45547, -1.13043], [-1.40217, 7.06242, -0.10111], [-1.73620, 5.33085, 1.61731]],
  "mulliken_spin": [1.429, 0.028, -0.004, 0.008, 0.054, 0.011, 0.021, 0.059, 0.016, 0.018, -0.001, -0.005, -0.002, 0.001, -0.012, -0.005, -0.002, 0.000, -0.002, -0.005, 0.011, 0.023, 0.010, -0.007, 0.004, 0.005, 0.007, 0.069, 0.019, -0.007, 0.003, 0.009, 0.042, 0.055, -0.001, 0.000, 0.000, 0.001, -0.014, 0.000, 0.000, 0.000, -0.011, 0.004, 0.020, -0.006, 0.006, 0.005, 0.033, 0.033, 0.000, 0.000, 0.000, -0.016, 0.001, 0.020, 0.034, 0.028, 0.003, 0.004, 0.000, 0.000, 0.000, 0.000, 0.000, 0.000, 0.000, 0.000, 0.001, -0.001, 0.003, 0.000, 0.002, 0.003, 0.000, 0.000, 0.000, 0.000, 0.000, 0.000, 0.000]
}